Record 1
Density functional theory data (ωB97M-V/def2-TZVPD) for C21H22N4O4S2 in the gas phase at a distorted geometry.

## Properties
SMILES: CCc1ccccc1NC(=O)[C@H]1CCCN1S(=O)(=O)c1ccc(-c2ccc(=O)[nH]n2)s1
ΔE to the lowest compared entry with this formula, charge and spin, eV: 1.071
Total charge: 0
F_max, hartree/bohr: 0.0217
Kohn-Sham gap, eV: 7.66

Each line ends with the natural charge from an NBO analysis.
Positions of all 53 atoms, in Å:
H  1.972  3.975  -1.337  0.252
C  5.252  -1.948  0.646  -0.246
C  2.143  2.959  -1.033  -0.188
C  1.129  2.052  -0.925  -0.564
C  4.412  0.209  -0.004  0.073
H  4.324  2.944  -0.742  0.246
H  -3.285  4.133  0.752  0.214
H  3.194  -1.566  0.272  0.226
C  3.319  1.079  -0.374  -0.189
C  -1.957  3.238  2.213  -0.411
S  -0.590  2.316  -1.240  2.345
C  -3.249  0.702  0.647  0.685
C  -2.720  2.101  0.259  -0.152
C  3.394  2.407  -0.718  -0.228
S  1.680  0.504  -0.441  0.496
C  -2.036  -2.519  -0.639  -0.057
H  0.548  -3.675  -0.737  0.205
H  -3.068  2.317  -0.757  0.236
H  -4.066  2.885  1.758  0.256
H  -0.297  -1.357  -0.325  0.206
O  -0.751  3.657  -1.716  -0.927
H  7.530  0.418  0.368  0.413
C  -2.996  -1.636  -0.120  0.221
O  -1.083  1.238  -2.052  -0.955
H  -4.914  -1.430  0.794  0.243
H  -2.076  0.060  -0.858  0.437
C  -3.530  -4.355  -0.152  -0.223
H  -2.014  2.410  2.920  0.218
H  0.109  2.626  1.777  0.212
N  -1.248  2.089  0.276  -0.673
C  -4.196  -2.121  0.387  -0.245
H  1.227  -2.492  -1.857  0.209
H  -0.043  -3.581  -2.403  0.211
H  -0.908  -1.292  -1.975  0.223
N  5.610  0.729  0.030  -0.158
C  0.312  -2.999  -1.556  -0.609
C  -4.459  -3.478  0.374  -0.204
O  -4.033  0.538  1.556  -0.611
H  -3.731  -5.416  -0.172  0.210
C  -2.330  -3.874  -0.650  -0.207
C  -0.770  3.039  1.276  -0.234
H  -0.495  3.981  0.785  0.202
C  4.200  -1.173  0.311  -0.170
C  -0.723  -1.965  -1.131  -0.423
H  -1.895  4.176  2.760  0.225
N  -2.728  -0.256  -0.146  -0.653
H  5.148  -2.994  0.891  0.240
H  -5.394  -3.845  0.771  0.213
O  7.620  -1.976  0.975  -0.596
C  6.596  -1.393  0.691  0.578
N  6.625  -0.043  0.360  -0.363
H  -1.614  -4.575  -1.047  0.209
C  -3.145  3.178  1.257  -0.417

Record 2
Density functional theory data (ωB97M-V/def2-TZVPD) for C23H25N3O6 in the gas phase.

## Properties
SMILES: CCOC(=O)C1=C(C)NC(=O)N[C@H]1c1ccc(OCC(=O)Nc2ccccc2)c(OC)c1
ΔE to the lowest compared entry with this formula, charge and spin, eV: 0.302
Total charge: 0
F_max, hartree/bohr: 0.0119
Kohn-Sham gap, eV: 8.93

Each line ends with the natural charge from an NBO analysis.
Positions of all 57 atoms, in Å:
H  -1.059  3.572  -0.209  0.413
H  3.909  -1.515  1.953  0.221
C  0.317  1.408  0.730  0.251
H  -2.819  -0.190  2.692  0.179
C  -0.592  -0.797  1.076  -0.252
H  0.262  4.889  -3.389  0.254
O  -1.193  1.088  2.497  -0.483
C  4.265  -1.360  0.938  -0.635
C  0.123  -1.269  -0.022  -0.063
H  2.253  3.223  0.527  0.206
C  -0.294  -4.278  1.534  0.313
C  -1.328  4.180  -2.145  0.232
C  0.017  -2.737  -0.394  -0.058
H  -0.447  -4.789  3.590  0.222
C  1.013  0.936  -0.368  -0.308
C  -3.515  4.168  -3.145  -0.194
H  1.214  4.499  1.194  0.222
C  -2.011  0.254  3.282  -0.252
C  0.556  -3.587  0.741  -0.256
C  1.225  3.603  0.564  -0.162
H  -1.214  -1.485  1.626  0.216
C  -2.985  4.676  -4.319  -0.233
H  -0.205  -6.162  2.509  0.227
C  -2.228  -3.678  0.155  0.785
H  -1.207  5.328  -5.314  0.215
N  -1.357  -3.099  -0.696  -0.614
H  5.331  -1.150  0.965  0.216
C  -0.515  0.530  1.457  0.264
C  -2.694  3.920  -2.062  -0.268
H  1.466  -0.750  -1.599  0.210
H  -1.431  -0.540  3.762  0.176
C  2.004  -3.525  0.955  0.791
N  -1.645  -4.236  1.285  -0.634
O  2.616  -4.004  1.885  -0.628
C  0.913  -0.397  -0.743  -0.155
H  -2.438  0.901  4.047  0.203
H  0.616  -2.914  -1.295  0.225
H  -3.108  3.523  -1.145  0.208
C  -0.794  4.689  -3.324  -0.273
O  -3.421  -3.762  -0.039  -0.632
H  1.150  -5.079  2.879  0.282
C  -1.627  4.932  -4.402  -0.188
H  -2.267  -4.774  1.872  0.420
H  4.477  -3.480  0.569  0.203
H  3.740  -0.510  0.508  0.213
O  1.596  4.391  -1.676  -0.606
H  -3.627  4.870  -5.165  0.213
C  0.082  -5.128  2.701  -0.677
O  2.610  -2.846  -0.036  -0.521
H  1.635  1.598  -0.950  0.230
H  4.380  -2.483  -0.915  0.188
C  4.008  -2.607  0.104  -0.073
N  -0.547  3.915  -1.015  -0.625
C  0.792  4.013  -0.853  0.651
H  -4.573  3.964  -3.071  0.215
O  0.347  2.699  1.189  -0.490
H  -1.775  -2.640  -1.492  0.415

Record 3
Density functional theory data (ωB97M-V/def2-TZVPD) for a molecular structure, C20H46OP4V at a distorted geometry.

## Properties
ΔE to the lowest compared entry with this formula, charge and spin, eV: 0.905
Total charge: +4
Spin multiplicity: 2
F_max, hartree/bohr: 0.0883
Kohn-Sham gap (alpha / beta), eV: 3.17 / 4.08

Each line ends with the Mulliken spin population.
Positions of all 72 atoms, in Å:
H  -0.118  -1.578  -1.803  -0.004
H  -1.888  0.684  -3.902  0.004
H  -0.363  3.182  1.845  0.000
H  1.812  1.670  -1.203  0.000
H  -1.173  2.285  -3.539  0.001
H  -0.160  -3.262  -1.821  -0.004
C  -1.950  -2.355  -5.773  0.149
C  -3.061  0.896  -1.167  0.001
C  2.026  -0.428  -3.299  0.006
C  0.466  2.488  1.674  0.000
H  3.427  0.971  -0.994  0.000
H  1.038  -4.129  0.091  0.000
H  3.047  -0.731  -3.574  0.000
H  1.810  0.515  3.299  0.000
H  1.261  -0.999  -3.839  -0.004
C  -1.819  0.862  2.310  -0.001
H  -1.925  1.774  2.908  0.000
C  -4.174  -1.469  -5.678  0.272
H  -3.634  1.209  -2.047  0.001
H  0.931  2.730  0.721  0.000
O  -0.669  -2.179  -3.862  0.302
H  1.236  2.684  2.426  0.000
C  -0.947  2.727  -1.164  0.000
H  -3.300  1.583  -0.345  0.000
P  1.719  -0.716  -1.518  0.003
C  1.428  -3.981  1.110  0.000
H  -1.251  3.004  -0.147  0.000
C  -4.089  -1.186  -4.315  0.028
H  -0.662  -3.772  3.198  0.000
V  -0.013  -0.846  0.034  -0.021
C  3.062  -1.894  -1.096  0.000
H  -1.525  3.326  -1.884  0.000
C  2.359  0.820  -0.789  0.000
C  -0.892  -2.594  -1.339  0.003
H  -1.666  -2.608  2.305  0.000
H  -5.142  -1.379  -6.168  0.003
H  -4.888  -0.726  -3.740  -0.001
C  -1.801  -2.010  -4.417  0.132
H  2.809  -2.904  -1.434  0.000
H  0.467  1.444  4.007  0.000
H  2.330  -1.440  3.604  0.000
H  -3.323  -2.343  -7.460  0.005
H  0.415  -0.328  3.989  0.000
P  0.814  -2.392  1.843  0.000
H  2.536  -3.860  1.103  0.000
H  -0.780  -2.041  3.695  0.000
H  3.238  -1.925  -0.015  0.000
H  -2.859  -1.707  -2.566  0.021
H  -1.384  -3.488  0.646  0.000
C  -1.251  -2.476  0.098  0.003
C  0.720  0.551  3.420  0.000
H  1.522  -2.940  4.131  0.000
H  -2.033  -1.700  0.173  0.002
H  -1.841  -2.891  -1.781  0.002
H  -2.082  -0.010  2.918  0.000
H  -2.489  0.905  1.451  0.000
P  -0.086  0.721  1.764  0.001
C  1.987  -2.423  3.280  0.000
H  0.120  2.926  -1.325  0.000
P  -1.258  0.948  -1.528  0.004
C  -2.962  -1.589  -3.663  0.139
H  1.034  -4.738  1.797  0.000
H  2.866  -3.012  2.982  0.000
H  1.949  0.650  -3.483  0.000
C  -1.106  1.216  -3.366  -0.002
H  2.219  0.824  0.295  0.000
H  3.981  -1.585  -1.602  0.000
H  -1.187  -2.889  -6.286  -0.001
H  -3.388  -0.109  -0.879  -0.001
C  -0.727  -2.737  2.858  0.000
H  -0.123  0.875  -3.689  0.001
C  -3.125  -2.078  -6.401  -0.043

Record 4
Density functional theory data (ωB97M-V/def2-TZVPD) for 27 unconnected molecules or ions with the total composition H54O27 at a distorted geometry.

## Properties
ΔE to the lowest compared entry with this formula, charge and spin, eV: 3.269
Total charge: 0
F_max, hartree/bohr: 0.0303
Kohn-Sham gap, eV: 8.43

Each line ends with the Mulliken charge.
Positions of all 81 atoms, in Å:
H  1.648  0.747  1.670  -0.013
H  -1.374  -4.148  3.112  0.308
H  1.333  0.132  -4.471  0.377
O  -2.664  -0.632  4.126  -0.608
O  -2.669  0.392  0.366  -0.666
H  1.353  5.725  -0.076  0.299
O  3.664  3.585  -0.805  -0.703
H  2.987  0.565  0.989  0.527
H  -0.047  2.243  -2.228  0.197
H  2.037  -4.996  -1.278  0.274
H  1.655  1.748  4.463  0.264
O  -3.356  2.534  -1.133  -0.686
H  1.474  -3.943  3.312  0.397
H  -0.358  4.583  -0.826  0.270
H  4.454  -0.162  3.214  0.292
H  -1.921  -0.031  4.066  0.302
H  -0.468  5.049  1.958  0.242
H  3.859  3.971  -1.659  0.322
H  -4.390  0.087  0.344  0.430
H  3.019  -1.369  -1.914  0.325
H  -2.762  -4.415  3.653  0.326
O  -2.155  -4.680  2.962  -0.666
O  -3.153  -0.794  -4.517  -0.711
H  0.634  3.258  -3.121  0.277
H  1.711  -5.097  1.702  0.287
O  -0.943  1.484  2.726  -0.630
H  1.566  -2.999  1.082  0.018
O  2.045  0.509  0.833  -0.412
H  -2.164  -2.989  1.800  0.299
O  -1.588  -2.305  1.459  -0.502
O  -0.799  4.242  2.351  -0.600
H  -2.103  -1.502  1.525  0.220
H  -0.938  2.441  2.721  0.404
O  -2.095  1.692  -3.729  -0.508
H  -2.287  0.858  -4.159  0.344
H  0.720  1.277  3.369  0.228
H  -1.135  4.512  3.206  0.250
O  1.452  5.249  -0.901  -0.681
O  1.050  -1.140  -3.107  -0.560
H  -1.558  -3.200  -2.357  0.264
O  -0.167  -0.160  -0.457  0.146
H  -0.984  3.694  0.228  0.233
H  3.275  0.430  -0.904  0.332
O  3.793  0.802  -1.618  -0.652
O  1.647  1.340  3.597  -0.630
H  -3.010  1.163  -0.089  0.480
O  -1.085  3.978  -0.681  -0.571
H  2.224  4.699  -0.770  0.440
H  0.805  -2.024  -3.379  0.275
H  -3.948  -0.725  -3.989  0.292
H  -3.328  2.334  -2.069  0.323
H  3.802  1.743  -1.444  0.355
H  0.630  0.139  -0.020  0.292
H  -2.989  -3.289  -2.843  0.266
H  3.409  0.852  2.800  0.226
H  0.147  -2.584  0.757  0.209
O  1.870  -3.357  3.957  -0.656
O  -2.195  -2.760  -2.920  -0.615
H  -5.292  -1.116  0.170  0.260
H  -2.266  -1.489  4.281  0.284
O  1.026  -2.630  0.382  -0.166
H  0.544  -5.866  2.284  0.250
O  -5.310  -0.177  0.350  -0.680
O  4.241  0.467  2.525  -0.640
O  3.148  -2.080  -1.287  -0.654
H  1.140  1.567  -4.030  0.460
H  -2.562  -1.335  -3.993  0.400
O  1.272  1.025  -4.808  -0.719
O  1.259  -4.633  -1.702  -0.640
H  -1.907  2.295  -4.449  0.254
H  2.316  -2.143  -0.820  0.309
H  -0.198  -1.101  -0.282  -0.074
O  0.886  -4.979  2.172  -0.544
H  -2.630  3.142  -0.995  0.417
H  4.418  3.812  -0.260  0.267
H  1.361  -2.549  3.892  0.303
O  0.772  2.413  -2.692  -0.595
H  -1.836  0.207  -0.066  0.318
H  1.011  -3.891  -1.151  0.320
H  -1.486  1.243  1.975  0.207
H  0.461  -0.940  -2.379  0.122

Q: Which of these has the highest ΔE to the lowest compared entry with this formula, charge and spin?
A: H54O27

Q: total charge of number 4 (H54O27)?
A: 0

Q: Which of these has the highest F_max?
A: C20H46OP4V